1.
An isolated ion of composition C6H9N6O2 and charge +1, computed with ωB97M-V/def2-TZVPD.

Cartesian coordinates (Å):
N 2.066 1.839 -0.716
C -3.119 -0.414 0.391
H 0.434 -2.881 2.012
C 0.917 1.357 -0.915
H 2.690 1.554 0.044
O -1.049 2.110 -1.898
N -1.898 0.264 -0.010
N 0.150 2.321 -1.739
H 2.270 2.737 -1.162
H -2.076 1.059 -0.623
H -3.063 -1.254 1.086
H -3.763 0.443 0.591
C 0.530 0.170 -0.162
N 3.017 -0.344 0.020
H 3.439 -1.174 0.331
C 1.686 -0.617 0.294
H -3.636 -0.722 -0.492
C 0.329 -2.039 1.295
H 3.295 0.092 -0.876
C -0.778 -0.310 0.259
N -0.787 -1.471 0.972
N 1.555 -1.645 1.122
O 0.748 3.302 -2.183

- LUMO level (eV) = -6.297
- HOMO (Eh) = -0.48445
- net charge = +1
- frontier orbital gap (eV) = 6.9
- SMILES = CNc1ncnc(N)c1C(=[NH2+])[N+](=O)[O-]
- maximum force (eV Å⁻¹) = 3.92
- molecular weight (g mol⁻¹) = 197.178


2.
An isolated ion of composition C9H16N3O and charge +1, computed with ωB97M-V/def2-TZVPD.

Cartesian coordinates (Å):
N -2.256 -1.048 -0.590
C 1.986 -1.255 -0.620
H 2.391 2.121 0.074
H 0.551 -0.751 -2.304
C 0.031 -0.388 1.028
H 2.197 -2.104 0.086
C 0.498 -1.098 -1.263
H 2.716 -1.246 -1.446
C 1.419 0.028 1.462
H -0.082 2.212 -0.405
H 1.835 -0.771 2.145
H -3.912 -1.627 0.353
H -0.047 -1.999 -1.202
H 1.633 0.946 1.987
O -2.192 1.116 0.105
C -0.099 0.008 -0.437
C 0.471 1.337 -0.800
H 2.584 1.230 -1.376
C -3.465 0.561 0.629
N -1.636 0.103 -0.781
H -3.462 0.517 1.659
H -4.433 1.095 0.271
N 2.226 0.036 0.266
C -3.272 -0.861 0.136
H -0.363 -1.379 1.147
H 0.258 1.408 -1.887
H 3.139 0.238 0.705
H -0.702 0.291 1.472
C 1.988 1.279 -0.412

- LUMO level (eV) = -3.029
- HOMO (Eh) = -0.42960
- net charge = +1
- frontier orbital gap (eV) = 8.7
- SMILES = C1=NN(C23CC[NH+](CC2)CC3)OC1
- maximum force (eV Å⁻¹) = 5.23
- molecular weight (g mol⁻¹) = 182.247


3.
A single C28H34N4O2 molecule, computed with ωB97M-V/def2-TZVPD.

Cartesian coordinates (Å):
H -7.872 -0.124 -2.193
H 9.184 0.926 1.850
C -3.769 1.909 0.432
O -7.910 1.530 1.609
H 4.105 3.266 -1.716
H 0.903 -1.054 2.087
C -9.545 0.002 0.044
H -6.619 -0.904 -1.206
N 3.114 3.445 -1.628
C -1.621 0.646 0.598
C 7.055 -0.188 0.484
H 9.378 -0.828 1.856
H 8.990 0.022 3.352
O 5.449 1.769 -0.522
C -3.089 0.700 0.580
H 4.346 -3.289 -0.953
C -0.962 -0.272 1.430
H -8.657 -2.442 -2.085
H -1.326 2.244 -0.803
C 0.406 -0.341 1.442
N 5.643 -0.366 0.201
C 1.194 0.466 0.610
H -3.341 -1.414 0.849
H 4.235 -1.743 0.933
C -7.378 0.863 0.736
C 2.629 0.319 0.652
H -10.539 -1.935 -0.154
H 3.686 1.087 -2.463
H -5.667 2.896 0.349
C 4.721 -2.273 -1.095
C 5.891 -2.290 -2.071
C -5.149 1.954 0.447
H 5.881 -2.343 0.719
C 2.355 2.367 -1.324
N 1.219 2.482 -0.756
C 0.542 1.453 -0.173
C -8.594 -1.883 -1.154
H 5.577 -2.696 -3.029
C 3.456 0.553 -0.385
H 3.909 -1.674 -1.510
H 6.769 0.664 2.432
C -3.842 -0.462 0.745
C 4.932 0.693 -0.237
H 2.868 4.302 -1.154
H -1.537 -0.909 2.087
C 8.812 -0.001 2.280
C 7.326 -0.163 1.990
C -7.679 -0.665 -1.256
C 2.911 1.013 -1.703
C 5.108 -1.711 0.278
H 3.043 -0.011 1.597
C -9.933 -1.255 -0.749
H 6.703 -2.905 -1.689
H -10.062 0.893 -0.327
N -8.108 0.139 -0.136
H -5.782 -1.328 0.936
C -0.858 1.507 -0.168
H -9.753 -0.081 1.112
C -5.891 0.789 0.605
H -3.208 2.827 0.334
C -5.222 -0.419 0.767
H -10.502 -0.982 -1.638
H 7.354 0.766 0.043
H -8.234 -2.547 -0.369
H 6.965 -1.090 2.444
H 7.628 -0.991 0.011
H 2.097 0.368 -2.041
H 6.266 -1.282 -2.234

- LUMO level (eV) = 0.396
- HOMO (Eh) = -0.28908
- frontier orbital gap (eV) = 8.3
- SMILES = CCCN(CCC)C(=O)C1=Cc2ccc(-c3ccc(C(=O)N4CCCC4)cc3)cc2N=C(N)C1
- maximum force (eV Å⁻¹) = 0.92
- molecular weight (g mol⁻¹) = 458.606


4.
C3F5NO2 as an isolated structure, computed with ωB97M-V/def2-TZVPD.

Cartesian coordinates (Å):
O -0.767 -1.226 0.616
C -0.047 -0.217 -1.131
C -1.494 -0.179 0.397
C 1.309 0.495 0.092
F -2.786 -0.532 0.288
F 0.995 1.789 0.011
F 1.487 0.222 1.338
F -1.463 0.616 1.463
O 0.139 0.073 -2.209
N 0.209 -1.279 -0.250
F 2.417 0.239 -0.614

- LUMO level (alpha / beta) (eV) = -2.201 / -2.198
- HOMO (alpha / beta) (Eh) = -0.37323 / -0.37327
- frontier orbital gap (alpha / beta) (eV) = 8.0 / 8.0
- maximum force (eV Å⁻¹) = 6.02
- molecular weight (g mol⁻¹) = 177.028


5.
A single C5H13N3 molecule, computed with ωB97M-V/def2-TZVPD.

Cartesian coordinates (Å):
C 0.772 1.130 -1.234
H -0.954 0.332 -1.804
H 0.199 -2.521 -1.462
H 0.906 -2.821 0.582
H -2.204 -0.556 1.172
H -1.118 1.708 -1.168
H -1.376 -2.459 1.614
H 0.511 2.947 0.795
C 0.883 2.167 1.311
H 1.166 0.160 -1.714
N 0.012 -0.103 0.941
C -1.661 -1.580 0.863
H 1.497 -1.595 -0.325
H 1.973 2.497 1.391
H 0.302 1.972 2.338
H -2.198 -2.112 -0.020
H 1.238 2.023 -1.582
N -0.528 1.174 -1.913
C 0.513 -2.141 -0.259
C 0.584 0.938 0.367
N -0.518 -1.160 0.106

- LUMO level (eV) = 0.830
- HOMO (Eh) = -0.30234
- frontier orbital gap (eV) = 9.1
- SMILES = C/C(CN)=N/N(C)C
- maximum force (eV Å⁻¹) = 5.34
- molecular weight (g mol⁻¹) = 115.180


6.
C4H8O2 as an isolated structure, computed with ωB97M-V/def2-TZVPD.

Cartesian coordinates (Å):
C 1.526 0.788 -0.476
H -0.086 -0.265 1.472
H 1.904 1.651 -1.028
H 1.480 -1.533 0.270
H -2.236 0.255 -0.694
H 2.159 0.543 0.395
O 0.209 1.071 -0.086
C -0.439 -0.027 0.457
H -0.233 -1.063 -0.284
C 0.962 -1.433 -0.714
O 1.438 -0.332 -1.335
H -2.301 0.991 0.923
H -2.438 -0.771 0.746
C -1.945 0.124 0.353

- LUMO level (eV) = 0.960
- HOMO (Eh) = -0.30877
- frontier orbital gap (eV) = 9.4
- maximum force (eV Å⁻¹) = 0.74
- molecular weight (g mol⁻¹) = 88.106


Number 5 is which compound?
C5H13N3